Record 1
Density functional theory data (ωB97M-V/def2-TZVPD) for a 2-piece molecular cluster, C4H12N2 overall.

XYZ file:
```
18
Properties=species:S:1:pos:R:3:lowdin_charge:R:1
C 0.93089 -1.02528 -1.56513 -0.170
N 0.88056 -1.39558 -0.17476 -0.017
C 1.97797 -1.27421 0.49974 -0.257
N 3.26535 -0.74984 0.06252 -0.012
H 0.34375 -0.11924 -1.78384 0.068
H 0.59158 -1.90956 -2.18117 0.088
H 1.95807 -0.83490 -1.95943 0.063
H 2.19692 -1.47516 1.56325 0.104
H 3.60245 -0.02114 0.70618 0.074
H 3.97973 -1.45041 0.30903 0.074
C -1.95092 1.06367 0.02091 -0.192
C -2.97913 1.52670 1.08600 -0.186
H -1.09189 1.78917 0.02896 0.067
H -2.35437 0.92096 -1.00028 0.064
H -1.46869 0.09622 0.31038 0.050
H -3.50731 2.45885 0.76080 0.066
H -3.73617 0.72972 1.19011 0.056
H -2.63879 1.67003 2.12675 0.060
```

## Properties
- max |F| (Eh/bohr) = 0.0650
- Kohn-Sham gap (eV) = 10.47
- LUMO energy (eV) = 0.87
- HOMO (eV) = -9.5997
- SMILES = C/N=C\N.CC
- total charge = 0
- ΔE to the lowest compared entry with this formula, charge and spin (kcal/mol) = 40.4

Record 2
Density functional theory data (ωB97M-V/def2-TZVPD) for C28H36BF4N6O2STc as an isolated structure.

XYZ file:
```
79
Properties=species:S:1:pos:R:3:lowdin_charge:R:1
Tc -0.73020 0.04920 0.37450 1.719
C 0.62890 0.20220 -2.41050 -0.156
C -0.23700 -0.94710 -2.92740 -0.088
C -0.44930 -2.07570 -1.95660 -0.238
C -0.55920 -3.36390 -2.47670 0.023
C -0.64120 -4.45530 -1.63100 0.016
C -0.55620 -4.22580 -0.26440 -0.012
C -0.48170 -2.92310 0.17940 -0.161
N -0.48220 -1.85910 -0.63550 -0.019
N -0.06290 1.07880 -1.44550 -0.256
C -1.22660 1.71980 -2.12920 -0.080
C -2.56560 1.27260 -1.59990 -0.235
C -3.74660 1.57480 -2.26400 0.029
C -4.96100 1.34470 -1.63130 0.021
C -4.94650 0.83690 -0.34030 0.015
C -3.73210 0.48280 0.21310 -0.092
N -2.56540 0.66690 -0.40760 -0.049
C 0.84700 2.14610 -0.97850 -0.113
C 0.16330 2.88370 0.13830 -0.256
C 0.24540 4.25690 0.29960 0.032
C -0.41190 4.84550 1.37100 0.018
C -1.11170 4.02890 2.24790 0.006
C -1.15320 2.66480 2.01510 -0.081
N -0.54080 2.10290 0.97420 -0.031
H 0.95810 0.80010 -3.26860 0.148
H 1.52170 -0.20540 -1.92970 0.129
H 0.27090 -1.36590 -3.79930 0.141
H -1.20730 -0.59440 -3.28040 0.129
H -0.57790 -3.50360 -3.54640 0.135
H -0.73690 -5.45780 -2.01800 0.135
H -0.57300 -5.02890 0.45560 0.131
H -0.43900 -2.72300 1.23870 0.099
H -1.17670 1.56270 -3.21250 0.146
H -1.18220 2.80550 -1.97170 0.150
H -3.71440 2.01070 -3.25070 0.137
H -5.89140 1.57100 -2.12570 0.136
H -5.84870 0.70770 0.23380 0.134
H -3.70420 0.03230 1.19140 0.102
H 1.14080 2.81700 -1.79530 0.155
H 1.75430 1.68500 -0.57360 0.136
H 0.80890 4.85540 -0.40030 0.138
H -0.37400 5.91460 1.51050 0.137
H -1.62030 4.44350 3.10040 0.130
H -1.69970 1.99890 2.66770 0.123
N 0.86040 -0.46520 1.41420 -0.043
C 1.51680 -0.82960 2.41490 -0.468
N 1.19320 -0.95200 3.72110 -0.025
C -0.15790 -0.77520 4.19440 -0.095
C -0.23040 0.36150 5.23820 -0.173
O 0.65250 0.09870 6.28160 -0.094
C 1.96840 0.00060 5.84030 -0.162
C 2.13080 -1.14810 4.80670 -0.085
H -0.47780 -1.69520 4.69490 0.154
H -0.81290 -0.56760 3.36240 0.077
H -1.23420 0.40210 5.66400 0.144
H 0.00610 1.31950 4.74720 0.123
H 2.57520 -0.20610 6.72220 0.146
H 2.29740 0.93940 5.37240 0.136
H 1.90600 -2.09210 5.31820 0.148
H 3.15610 -1.16340 4.44540 0.124
O 2.88100 -1.30130 2.20740 -0.325
S 3.14950 -2.35160 1.00820 1.210
C 4.13680 -3.61870 1.88040 -0.260
C 5.36900 -3.82970 1.01960 -0.205
C 5.83990 -2.42890 0.65390 -0.199
C 4.61350 -1.67740 0.14640 -0.270
H 3.52780 -4.50710 2.01620 0.107
H 4.39170 -3.19260 2.85020 0.115
H 5.13120 -4.41340 0.12930 0.130
H 6.12920 -4.37930 1.57210 0.142
H 6.60930 -2.44930 -0.11530 0.137
H 6.25350 -1.93250 1.53200 0.133
H 4.43120 -1.87700 -0.91110 0.103
H 4.66870 -0.60380 0.31100 0.111
F -3.30670 -2.49790 0.19090 0.267
B -3.44810 -2.79650 1.46170 -0.964
F -1.79810 -0.85800 1.71920 -0.438
F -4.34220 -2.19030 2.17070 0.320
F -2.63920 -3.67110 1.98310 0.301
```

## Properties
- <S²> = 3.77
- max |F| (Eh/bohr) = 0.0359
- Kohn-Sham gap (alpha / beta) (eV) = 8.26 / 6.19
- LUMO energy (alpha / beta) (eV) = -7.96 / -10.00
- HOMO (alpha / beta) (eV) = -16.2147 / -16.1906
- spin multiplicity = 4
- total charge = +3
- ΔE to the lowest compared entry with this formula, charge and spin (kcal/mol) = 4.5

Record 3
Density functional theory data (ωB97M-V/def2-TZVPD) for C29H30NO2Sb2Sc as an isolated structure.

XYZ file:
```
65
Properties=species:S:1:pos:R:3:lowdin_charge:R:1
Sc 0.55131 -1.34482 -1.00439 0.932
N -0.62369 -2.92218 -2.43360 -0.004
C 0.31248 -4.04291 -2.72291 -0.084
C 1.74998 -3.60137 -2.48154 -0.530
O 2.69855 -4.06093 -3.02235 0.184
O 1.80752 -2.61700 -1.54637 -0.156
H -1.49639 -3.29985 -2.07477 0.098
H -0.89237 -2.49155 -3.31485 0.076
H 0.20817 -4.42039 -3.73767 0.144
H 0.10439 -4.86831 -2.04038 0.146
C -2.63096 -0.84513 -0.70815 -0.365
C -1.57674 -0.81620 0.41261 -0.362
C -1.00000 -2.20291 0.77357 -0.420
Sb 0.79018 -2.37123 2.06622 1.595
C -0.02801 -1.16294 3.61123 -0.425
C -1.37645 -1.24489 3.94925 -0.136
C -1.86003 -0.55687 5.05570 -0.059
C -0.99805 0.20412 5.83010 -0.051
C 0.35056 0.27311 5.50754 -0.055
C 0.83791 -0.41235 4.40560 -0.139
C 1.87372 -0.74494 1.02055 -0.477
C 1.62906 0.56941 1.47494 -0.150
C 2.62359 1.52991 1.49565 -0.057
C 3.90152 1.20225 1.04608 -0.034
C 4.17140 -0.06950 0.56353 -0.039
C 3.17999 -1.03974 0.57307 -0.133
Sb -2.31631 0.25039 -2.59228 1.542
C -2.56814 2.18213 -1.75591 -0.430
C -2.78825 2.43081 -0.40187 -0.129
C -2.89831 3.73593 0.05893 -0.063
C -2.78634 4.79755 -0.82725 -0.054
C -2.57206 4.55775 -2.17636 -0.057
C -2.46421 3.25460 -2.64120 -0.136
C -0.11314 0.40648 -2.53441 -0.470
C 0.55938 1.27784 -1.66308 -0.145
C 1.93940 1.46146 -1.75808 -0.036
C 2.67849 0.76983 -2.71060 -0.011
C 2.03354 -0.08020 -3.59845 -0.025
C 0.65728 -0.25673 -3.50972 -0.161
H -3.56131 -0.39318 -0.35948 0.062
H -2.89174 -1.87376 -0.95882 0.044
H -1.98089 -0.39740 1.33477 0.115
H -0.79139 -0.05718 0.18350 0.053
H -0.88642 -2.87076 -0.09574 0.023
H -1.76212 -2.74676 1.33513 0.084
H -2.06853 -1.85453 3.37783 0.093
H -2.90777 -0.62693 5.31594 0.116
H -1.37433 0.73556 6.69368 0.118
H 1.02747 0.85255 6.12112 0.118
H 1.89615 -0.35178 4.17360 0.105
H 0.65123 0.82331 1.87023 0.109
H 2.41526 2.51921 1.88172 0.127
H 4.69499 1.93807 1.08515 0.128
H 5.16779 -0.32469 0.22756 0.127
H 3.43250 -2.04515 0.25966 0.106
H -2.90118 1.61918 0.30631 0.082
H -3.08329 3.92234 1.10869 0.114
H -2.87887 5.81342 -0.46748 0.118
H -2.50086 5.38397 -2.87090 0.118
H -2.31159 3.08605 -3.70190 0.100
H -0.00807 1.85598 -0.94024 0.114
H 2.43195 2.16087 -1.10031 0.118
H 3.74860 0.91231 -2.77834 0.135
H 2.59930 -0.60864 -4.35484 0.139
H 0.17415 -0.90262 -4.23520 0.109
```

## Properties
- max |F| (Eh/bohr) = 0.0059
- Kohn-Sham gap (eV) = 7.68
- LUMO energy (eV) = -6.68
- HOMO (eV) = -14.3586
- total charge = +2
- ΔE to the lowest compared entry with this formula, charge and spin (kcal/mol) = 9.7

Record 4
Density functional theory data (ωB97M-V/def2-TZVPD) for C21H33IrN4OSi as an isolated structure.

XYZ file:
```
61
Properties=species:S:1:pos:R:3:lowdin_charge:R:1
Ir -0.19827 -0.08153 -0.11698 1.360
C -1.22879 -1.15368 2.56677 -0.134
C -1.59078 -2.15140 1.47951 -0.160
N -0.54217 -2.11471 0.42828 -0.168
C 0.71334 -2.80640 0.88905 -0.132
C 1.93327 -1.99896 0.50968 -0.159
N 1.65232 -0.57836 0.82655 -0.166
C 1.66669 -0.25027 2.28816 -0.129
C 0.48527 0.64436 2.64254 -0.151
N -0.73009 0.12421 1.96773 -0.133
H -2.09256 -0.95871 3.20239 0.145
H -0.44868 -1.54705 3.21490 0.116
H -1.70295 -3.15648 1.89139 0.148
H -2.52309 -1.88091 0.99732 0.082
H -0.90039 -2.62991 -0.36831 0.069
H 0.64843 -2.93027 1.96837 0.116
H 0.75967 -3.80672 0.46053 0.146
H 2.82862 -2.36637 1.01517 0.143
H 2.10041 -2.04926 -0.56638 0.130
H 2.36627 -0.00965 0.37522 0.104
H 1.64053 -1.17931 2.85507 0.118
H 2.60016 0.24814 2.54698 0.141
H 0.35153 0.69363 3.72560 0.144
H 0.64673 1.65485 2.27158 0.108
H -1.47268 0.81521 2.00535 0.137
C -4.12873 0.02250 0.05605 -0.152
Si -3.20527 -0.39803 -1.51826 0.487
C -4.37867 -0.01547 -2.91042 -0.175
C -2.71391 -2.18735 -1.78296 -0.155
N -1.64205 0.52879 -1.35682 -0.185
C -1.43075 1.79284 -1.91566 -0.271
C -2.32169 2.47686 -2.76263 -0.001
C -2.00555 3.71518 -3.28230 -0.041
C -0.79907 4.33200 -2.97250 -0.031
C 0.09788 3.70503 -2.12201 0.017
C -0.24352 2.47055 -1.61878 -0.197
O 0.57861 1.77308 -0.73016 -0.184
C 1.95749 2.10650 -0.67576 -0.310
C 2.79274 1.60089 -1.65410 -0.006
C 4.14658 1.89970 -1.57541 -0.034
C 4.62960 2.68570 -0.53576 -0.042
C 3.76399 3.18593 0.42750 -0.037
C 2.40497 2.89826 0.36270 -0.013
H -5.08261 -0.51120 0.07167 0.056
H -4.36576 1.08965 0.05214 0.051
H -3.62386 -0.19295 0.99445 -0.001
H -5.12132 -0.81984 -2.88568 0.058
H -3.91218 -0.04850 -3.89606 0.055
H -4.92712 0.91933 -2.79976 0.044
H -3.29715 -2.87563 -1.16667 0.057
H -1.65138 -2.38461 -1.65480 0.000
H -2.92618 -2.44198 -2.82300 0.054
H -3.26269 2.03312 -3.02228 0.072
H -2.70835 4.20830 -3.93925 0.123
H -0.55647 5.30101 -3.38533 0.124
H 1.03584 4.17418 -1.85989 0.132
H 2.38951 1.00033 -2.46050 0.137
H 4.82185 1.52303 -2.33147 0.123
H 5.68395 2.91998 -0.48448 0.122
H 4.13996 3.81464 1.22310 0.122
H 1.70791 3.31691 1.07737 0.128
```

## Properties
- max |F| (Eh/bohr) = 0.0153
- Kohn-Sham gap (alpha / beta) (eV) = 7.24 / 6.29
- LUMO energy (alpha / beta) (eV) = -6.54 / -7.33
- HOMO (alpha / beta) (eV) = -13.7783 / -13.6257
- total charge = +2
- ΔE to the lowest compared entry with this formula, charge and spin (kcal/mol) = 0.0

Record 5
Density functional theory data (ωB97M-V/def2-TZVPD) for a 3-piece molecular cluster, C15H27O8S2 overall.

XYZ file:
```
52
Properties=species:S:1:pos:R:3:lowdin_charge:R:1
C -3.01734 0.67957 1.55909 0.002
C -4.48248 0.32131 1.42682 -0.561
O -4.87021 -0.82513 1.63984 0.060
O -5.30189 1.35196 1.15788 -0.064
C -5.37630 1.79015 -0.26626 -0.271
C -5.44691 0.74361 -1.31119 -0.247
C -4.08450 0.43376 -1.92089 -0.297
C -4.31732 -0.60308 -2.98567 -0.199
O -3.15993 -0.85632 -3.84701 -0.012
C -2.08122 -1.26885 -3.22036 -0.372
O -0.98081 -1.27206 -3.74489 0.023
H -2.57631 0.79151 0.57491 0.064
H -2.88497 1.62046 2.07384 0.078
H -2.52129 -0.12192 2.08092 0.072
H -6.29264 2.36394 -0.30278 0.089
H -4.55282 2.51265 -0.39363 0.097
H -6.05308 1.18117 -2.11173 0.035
H -3.56034 1.29907 -2.35499 0.108
H -3.46788 -0.03791 -1.15783 0.073
H -5.10941 -0.29254 -3.64977 0.110
H -4.65147 -1.51954 -2.51336 0.115
H -2.20749 -1.68694 -2.21821 0.148
C 3.62801 -0.26177 -3.50009 -0.225
C 2.10899 -0.11518 -3.66271 -0.214
C 1.50678 0.04805 -2.26354 -0.220
S 2.78850 0.80950 -1.26214 0.674
O 3.20609 -0.12336 -0.23872 -0.337
O 2.42785 2.15939 -0.91463 -0.321
C 4.05153 0.83745 -2.53204 -0.238
H 4.14961 -0.17567 -4.45258 0.111
H 3.86306 -1.24015 -3.07500 0.117
H 1.88895 0.76921 -4.26312 0.120
H 1.66628 -0.96978 -4.16819 0.106
H 0.62716 0.68467 -2.26445 0.105
H 1.25906 -0.91195 -1.81759 0.107
H 5.02412 0.67487 -2.07315 0.102
H 4.01693 1.81979 -3.00135 0.104
C 3.48354 -1.83297 4.48797 -0.227
C 4.24332 -0.74568 3.71567 -0.213
C 3.20266 0.10638 2.97800 -0.219
S 1.70098 0.01733 3.95953 0.659
O 0.68563 -0.66662 3.20380 -0.312
O 1.43714 1.29193 4.57776 -0.328
C 2.33801 -1.11603 5.19412 -0.237
H 4.12646 -2.35238 5.19802 0.109
H 3.08463 -2.57262 3.79095 0.119
H 4.80282 -0.12489 4.41937 0.112
H 4.95889 -1.17351 3.01500 0.112
H 3.50179 1.14700 2.89225 0.107
H 2.98489 -0.29435 1.99144 0.069
H 1.53612 -1.77440 5.51875 0.105
H 2.69683 -0.51909 6.03191 0.103
```

## Properties
- max |F| (Eh/bohr) = 0.0364
- Kohn-Sham gap (eV) = 4.38
- LUMO energy (eV) = 2.14
- HOMO (eV) = -2.2336
- total charge = -1
- ΔE to the lowest compared entry with this formula, charge and spin (kcal/mol) = 0.0

Record 6
Density functional theory data (ωB97M-V/def2-TZVPD) for a 2-piece molecular cluster, CH5N3OS overall.

XYZ file:
```
11
Properties=species:S:1:pos:R:3:lowdin_charge:R:1
C -0.95917 -0.41446 -0.05993 -0.298
N -0.66776 0.94745 -0.42343 -0.197
N 0.20323 -1.15384 -0.50775 -0.219
N 0.61568 1.26532 -0.24637 -0.295
O 2.18769 -0.39149 1.04814 -0.508
S 1.62483 -0.15539 -0.26180 0.836
H -1.08906 -0.46109 1.03924 0.116
H -1.87431 -0.75855 -0.54656 0.119
H -1.08115 1.32176 -1.26864 0.127
H 0.30285 -2.08247 -0.12581 0.079
H 0.73718 1.88276 1.35289 0.239
```

## Properties
- max |F| (Eh/bohr) = 0.0765
- Kohn-Sham gap (alpha / beta) (eV) = 8.67 / 8.67
- LUMO energy (alpha / beta) (eV) = -0.36 / -0.36
- HOMO (alpha / beta) (eV) = -9.0287 / -9.0276
- total charge = 0
- ΔE to the lowest compared entry with this formula, charge and spin (kcal/mol) = 95.1

Record 7
Density functional theory data (ωB97M-V/def2-TZVPD) for a 2-piece molecular cluster, C4HO2 overall.

XYZ file:
```
7
Properties=species:S:1:pos:R:3:lowdin_charge:R:1
C 0.72649 -0.55387 -1.79061 0.019
C 0.52808 -0.18343 -0.32124 -0.149
C 0.35102 -0.14167 1.18539 -0.824
C -0.30259 0.20203 -1.27862 -0.208
O 0.17183 0.93988 1.71648 -0.026
O 0.37750 -1.24190 1.68101 -0.006
H -1.85232 0.97894 -1.19241 0.195
```

## Properties
- max |F| (Eh/bohr) = 0.0852
- Kohn-Sham gap (eV) = 8.30
- LUMO energy (eV) = 3.53
- HOMO (eV) = -4.7723
- total charge = -1
- ΔE to the lowest compared entry with this formula, charge and spin (kcal/mol) = 69.8

Record 8
Density functional theory data (ωB97M-V/def2-TZVPD) for a 2-piece molecular cluster, C6H15NO overall.

XYZ file:
```
23
Properties=species:S:1:pos:R:3:lowdin_charge:R:1
C 1.93616 1.27508 -0.28684 0.029
C 2.11474 -0.04314 -0.45585 -0.512
C 3.43338 -0.65000 -0.84349 -0.040
O 1.16336 -0.96428 -0.22844 -0.076
H 2.76175 1.96182 -0.36635 0.047
H 1.00068 1.67921 0.07082 0.036
H 3.31714 -1.22687 -1.76242 0.081
H 3.76567 -1.33719 -0.06393 0.082
H 4.19862 0.10950 -0.98910 0.076
H 0.32510 -0.55944 0.41601 0.090
C -3.24767 0.06572 0.24864 -0.081
C -1.85550 -0.40641 -0.08414 -0.389
C -0.86726 -0.14388 1.51677 -0.071
N -1.30698 0.21041 -1.18970 0.039
H -3.26913 1.14720 0.38267 0.081
H -3.92071 -0.19908 -0.56849 0.084
H -3.60643 -0.39776 1.16399 0.074
H -1.75538 -1.48591 -0.15754 0.127
H 0.06721 -0.39916 2.02171 0.061
H -1.54367 -0.59505 2.24419 0.045
H -1.00557 0.93287 1.61581 0.048
H -1.26843 1.22025 -1.16494 0.093
H -0.43709 -0.19386 -1.51938 0.077
```

## Properties
- max |F| (Eh/bohr) = 0.0730
- Kohn-Sham gap (eV) = 9.39
- LUMO energy (eV) = 0.98
- HOMO (eV) = -8.4173
- SMILES = C=C(C)O.CC(C)N
- total charge = 0
- ΔE to the lowest compared entry with this formula, charge and spin (kcal/mol) = 76.2

Copy entry 1 word for word.
Density functional theory data (ωB97M-V/def2-TZVPD) for a 2-piece molecular cluster, C4H12N2 overall.

XYZ file:
```
18
Properties=species:S:1:pos:R:3:lowdin_charge:R:1
C 0.93089 -1.02528 -1.56513 -0.170
N 0.88056 -1.39558 -0.17476 -0.017
C 1.97797 -1.27421 0.49974 -0.257
N 3.26535 -0.74984 0.06252 -0.012
H 0.34375 -0.11924 -1.78384 0.068
H 0.59158 -1.90956 -2.18117 0.088
H 1.95807 -0.83490 -1.95943 0.063
H 2.19692 -1.47516 1.56325 0.104
H 3.60245 -0.02114 0.70618 0.074
H 3.97973 -1.45041 0.30903 0.074
C -1.95092 1.06367 0.02091 -0.192
C -2.97913 1.52670 1.08600 -0.186
H -1.09189 1.78917 0.02896 0.067
H -2.35437 0.92096 -1.00028 0.064
H -1.46869 0.09622 0.31038 0.050
H -3.50731 2.45885 0.76080 0.066
H -3.73617 0.72972 1.19011 0.056
H -2.63879 1.67003 2.12675 0.060
```

## Properties
- max |F| (Eh/bohr) = 0.0650
- Kohn-Sham gap (eV) = 10.47
- LUMO energy (eV) = 0.87
- HOMO (eV) = -9.5997
- SMILES = C/N=C\N.CC
- total charge = 0
- ΔE to the lowest compared entry with this formula, charge and spin (kcal/mol) = 40.4